1.
The following is a DFT calculation (ωB97M-V/def2-TZVPD) of a cluster of 2 separate species, C4H6Cl5OP in total in a non-equilibrium geometry.

```
17
Properties=species:S:1:pos:R:3:forces:R:3
C 1.0048 0.0579 1.3435 -1.234 3.065 1.788
C 1.2345 -0.2680 -1.1490 2.324 0.721 -0.349
C 0.4216 0.1543 -0.0056 -1.724 -0.237 -0.247
C -1.4447 -1.5030 -0.0720 3.557 0.004 -0.434
O -1.7876 1.2386 -1.3406 -0.936 -0.453 -1.405
P -0.8196 1.4441 -0.3001 1.313 0.494 0.980
Cl -2.9386 -0.9288 0.3510 -1.295 -0.015 0.213
Cl -1.2685 -2.2449 -1.6813 -0.462 0.525 0.956
Cl -0.6334 -2.4901 1.1542 -0.672 -0.195 -0.230
Cl 0.0968 3.2433 -0.5670 0.603 -0.080 -0.283
Cl -1.6140 1.9147 1.4850 -0.285 -0.267 0.490
H 0.0802 0.1116 2.0121 1.703 -0.272 -0.180
H 1.6300 1.0562 1.5953 -1.215 -2.155 -0.609
H 1.5982 -0.8078 1.5560 0.271 -0.429 -0.154
H 2.1494 -0.8651 -0.7694 -1.637 0.699 -0.898
H 1.6379 0.6370 -1.7006 -0.187 -0.733 0.665
H 0.6530 -0.7499 -1.9114 -0.125 -0.672 -0.306
```
Forces are in eV/Å.

Results
**Molecular weight**: 278.330 g/mol
**Net charge**: 0
**E**: -78193.0530 eV
**Energy above the lowest of the compared OMol25 structures with the same formula, charge and spin**: 3.2220 eV
**Kohn-Sham gap (alpha / beta)**: 7.83 / 7.75 eV
**E_HOMO (alpha / beta)**: -0.32608 / -0.32435 hartree

Listed below, in e, are the Mulliken charges computed for each atom: number 1, C, carries -1.489; number 2, C, carries -1.148; number 3, C, carries 0.660; number 4, C, carries 0.315; number 5, O, carries -0.529; number 6, P, carries 0.905; number 7, Cl, carries -0.043; number 8, Cl, carries -0.142; number 9, Cl, carries -0.139; number 10, Cl, carries -0.264; number 11, Cl, carries -0.212; number 12, H, carries 0.424; number 13, H, carries 0.267; number 14, H, carries 0.481; number 15, H, carries 0.282; number 16, H, carries 0.283; number 17, H, carries 0.347



2.
The following is a DFT calculation (ωB97M-V/def2-TZVPD) of a cluster of 4 separate species, C4H6Cl9NO2 in total in a non-equilibrium geometry.

```
22
Properties=species:S:1:pos:R:3:forces:R:3
C -1.5186 1.3359 -0.7983 -1.102 -0.361 -0.564
N -0.2177 1.7371 -0.3545 0.703 0.065 -0.586
O 0.0282 2.9026 -0.3195 0.152 1.967 0.194
O 0.5725 0.8772 -0.0874 1.116 -1.468 0.565
H -2.1878 1.7775 -0.0834 -0.603 -0.158 0.268
H -1.5154 0.2560 -0.8333 -0.369 -0.008 0.079
H -1.7284 1.7711 -1.7738 0.209 0.030 0.048
Cl 4.9434 0.4776 1.9366 0.492 0.310 0.138
C 3.3467 -0.1777 1.7062 -0.365 0.232 -0.055
Cl 2.3911 -0.0318 3.2044 0.194 -0.304 -0.343
Cl 3.4783 -1.8199 1.0917 -0.276 -0.221 0.161
H 2.8420 0.4119 0.9511 -0.105 -0.004 0.047
Cl -1.1886 -0.8375 -3.5869 -0.482 0.315 -0.158
C 0.3615 -1.6284 -3.5554 0.350 -0.441 -0.044
Cl 0.4541 -2.8652 -4.8314 0.035 0.154 0.266
Cl 0.6459 -2.3120 -1.9526 0.122 -0.048 -0.095
H 1.1363 -0.9001 -3.7564 -0.015 0.007 0.029
Cl -1.8481 -1.3518 1.4536 0.618 -0.623 -0.363
C -2.3326 -0.2632 2.6967 -1.720 0.291 0.081
Cl -3.7541 0.6672 2.0926 0.088 0.353 -0.061
Cl -1.1000 0.7717 3.3011 0.513 0.319 0.051
H -2.8085 -0.7980 3.4990 0.445 -0.407 0.344
```
Forces are in eV/Å.

Results
**Molecular weight**: 419.174 g/mol
**Net charge**: 0
**E**: -122529.0177 eV
**Kohn-Sham gap**: 11.19 eV
**E_HOMO**: -0.40048 hartree
**SMILES**: C[N+](=O)[O-].ClC(Cl)Cl.ClC(Cl)Cl.ClC(Cl)Cl

Listed below, in e, are the Mulliken charges computed for each atom: number 1, C, carries -0.603; number 2, N, carries 0.957; number 3, O, carries -0.581; number 4, O, carries -0.466; number 5, H, carries 0.210; number 6, H, carries 0.212; number 7, H, carries 0.262; number 8, Cl, carries -0.132; number 9, C, carries 0.311; number 10, Cl, carries -0.129; number 11, Cl, carries -0.137; number 12, H, carries 0.100; number 13, Cl, carries -0.124; number 14, C, carries 0.059; number 15, Cl, carries -0.134; number 16, Cl, carries -0.090; number 17, H, carries 0.283; number 18, Cl, carries -0.069; number 19, C, carries -0.068; number 20, Cl, carries -0.166; number 21, Cl, carries -0.071; number 22, H, carries 0.377



3.
The following is a DFT calculation (ωB97M-V/def2-TZVPD) of a cluster of 2 separate species, C4H6ClF in total in a non-equilibrium geometry.

```
12
Properties=species:S:1:pos:R:3:forces:R:3
C -1.5144 -1.2067 0.3907 3.783 4.277 -1.678
C -0.8041 -0.1030 0.0561 0.212 -2.404 -0.497
C -0.8787 1.3416 0.0406 0.671 1.786 1.591
C 1.9905 -0.6029 -0.5699 0.284 -0.792 -0.678
F 2.5093 -1.6534 0.1027 -0.466 -0.042 0.127
Cl 2.4923 0.8591 0.1472 0.171 0.463 -0.079
H -1.0164 -2.0956 0.2598 0.580 -2.234 -0.078
H -2.4473 -1.0865 0.7590 -3.064 -0.023 1.193
H 0.0098 1.9047 0.4885 -0.599 -1.328 -0.407
H -0.9753 1.9325 -0.9172 -0.779 -1.155 0.897
H -1.6076 1.4672 0.8911 -0.203 0.877 -1.210
H 2.2419 -0.7570 -1.6485 -0.592 0.574 0.818
```
Forces are in eV/Å.

Results
**Molecular weight**: 108.543 g/mol
**Net charge**: 0
**E**: -19479.7412 eV
**Energy above the lowest of the compared OMol25 structures with the same formula, charge and spin**: 5.0008 eV
**Kohn-Sham gap (alpha / beta)**: 9.24 / 8.09 eV
**E_HOMO (alpha / beta)**: -0.32191 / -0.29688 hartree

Listed below, in e, are the Mulliken charges computed for each atom: number 1, C, carries -0.743; number 2, C, carries 0.225; number 3, C, carries -0.774; number 4, C, carries 0.018; number 5, F, carries -0.215; number 6, Cl, carries -0.114; number 7, H, carries 0.280; number 8, H, carries 0.341; number 9, H, carries 0.228; number 10, H, carries 0.241; number 11, H, carries 0.289; number 12, H, carries 0.226



4.
The following is a DFT calculation (ωB97M-V/def2-TZVPD) of a cluster of 2 separate species, C4H6ClF in total in a non-equilibrium geometry.

```
12
Properties=species:S:1:pos:R:3:forces:R:3
C -0.1080 -0.5818 -0.4384 0.828 -0.229 0.095
C -1.6197 -3.4067 -0.4379 -0.283 0.988 -1.062
C -1.2385 0.3380 -0.1630 0.565 -0.324 0.398
C 1.0316 -0.4802 0.5315 -1.945 -2.638 0.997
F -1.0781 -3.2664 -1.6301 -0.205 -0.712 1.071
Cl -0.7870 -4.6001 0.4558 0.474 -0.337 -0.117
H -1.5382 0.4870 0.9105 0.566 0.258 -0.671
H -2.1012 -0.0490 -0.6951 -0.214 0.499 -0.256
H -0.8303 1.2799 -0.6482 -0.703 -0.666 0.445
H 1.8546 -1.2728 0.4717 -1.297 1.194 -0.028
H 0.5300 -0.4258 1.5525 1.064 -0.051 -0.665
H 1.3832 0.4716 0.3020 1.150 2.017 -0.206
```
Forces are in eV/Å.

Results
**Molecular weight**: 108.543 g/mol
**Net charge**: 0
**E**: -19478.4578 eV
**Energy above the lowest of the compared OMol25 structures with the same formula, charge and spin**: 6.2842 eV
**Kohn-Sham gap (alpha / beta)**: 7.49 / 7.49 eV
**E_HOMO (alpha / beta)**: -0.29455 / -0.29451 hartree

Listed below, in e, are the Mulliken charges computed for each atom: number 1, C, carries 0.043; number 2, C, carries 0.075; number 3, C, carries -0.883; number 4, C, carries -0.932; number 5, F, carries -0.028; number 6, Cl, carries -0.050; number 7, H, carries 0.338; number 8, H, carries 0.247; number 9, H, carries 0.323; number 10, H, carries 0.235; number 11, H, carries 0.273; number 12, H, carries 0.360



5.
The following is a DFT calculation (ωB97M-V/def2-TZVPD) of a structure of composition C4H6ClF in a non-equilibrium geometry.

```
12
Properties=species:S:1:pos:R:3:forces:R:3
C -2.5552 1.1049 -0.0567 0.319 2.039 -0.413
C -2.0080 -0.0711 -0.2709 4.196 0.415 -0.737
C 0.5561 -0.5778 0.5795 2.775 1.841 -1.167
C -0.0190 -0.0031 -0.6593 -2.978 1.263 1.441
F -3.8882 1.3208 0.2281 1.502 -0.241 -0.109
Cl -2.6580 -1.6229 -0.0269 -0.111 0.101 -0.154
H -1.8928 2.0650 -0.1724 -1.815 -1.851 0.264
H 0.0739 -1.4430 0.7296 -1.745 -3.293 1.111
H 0.2743 0.1656 1.2819 0.727 0.141 1.654
H 1.6714 -0.8826 0.4411 -1.693 1.118 0.542
H 0.1967 -0.7084 -1.4103 -0.337 -0.052 -1.815
H 0.3003 1.0842 -0.7506 -0.840 -1.482 -0.618
```
Forces are in eV/Å.

Results
**Molecular weight**: 108.543 g/mol
**Net charge**: 0
**E**: -19481.9125 eV
**Energy above the lowest of the compared OMol25 structures with the same formula, charge and spin**: 2.8295 eV
**Kohn-Sham gap**: 10.44 eV
**E_HOMO**: -0.35204 hartree

Listed below, in e, are the Mulliken charges computed for each atom: number 1, C, carries -0.094; number 2, C, carries 0.159; number 3, C, carries -0.988; number 4, C, carries -0.484; number 5, F, carries -0.241; number 6, Cl, carries -0.155; number 7, H, carries 0.234; number 8, H, carries 0.345; number 9, H, carries 0.332; number 10, H, carries 0.282; number 11, H, carries 0.336; number 12, H, carries 0.272



6.
The following is a DFT calculation (ωB97M-V/def2-TZVPD) of a cluster of 2 separate species, C4H6ClFNO in total in a non-equilibrium geometry.

```
14
Properties=species:S:1:pos:R:3:forces:R:3
C 0.0753 -0.5048 0.4810 -0.166 -1.138 -1.375
C 0.5563 0.9048 0.5405 -2.647 -0.667 3.205
C -1.1051 -0.6309 -0.5460 1.283 -2.536 2.662
C -1.5890 0.4540 -1.0823 -2.207 -0.276 -0.361
N 1.6465 1.2614 0.0605 3.872 0.410 -3.108
O 2.0540 2.4773 0.0471 0.305 0.480 0.361
F 2.3785 -0.9994 -1.0000 0.371 0.515 -0.078
Cl -3.0844 0.3312 -2.0752 0.644 0.248 0.063
H 0.8791 -1.0835 -0.0744 -0.203 0.457 0.758
H -0.1100 -1.0203 1.4881 -0.104 0.874 -1.370
H 0.0568 1.6820 1.1892 0.320 -0.744 -0.978
H -1.4185 -1.7483 -0.6313 0.158 2.393 -0.543
H -1.4063 1.4476 -0.7084 0.283 0.106 -0.497
H 2.3133 0.5319 -0.5456 -1.908 -0.123 1.259
```
Forces are in eV/Å.

Results
**Molecular weight**: 138.549 g/mol
**Net charge**: -1
**E**: -23021.0470 eV
**Energy above the lowest of the compared OMol25 structures with the same formula, charge and spin**: 0.0000 eV
**Kohn-Sham gap**: 7.68 eV
**E_HOMO**: -0.16413 hartree

Listed below, in e, are the Mulliken charges computed for each atom: number 1, C, carries -0.283; number 2, C, carries -0.663; number 3, C, carries -0.200; number 4, C, carries -0.279; number 5, N, carries 0.155; number 6, O, carries -0.740; number 7, F, carries -0.868; number 8, Cl, carries -0.262; number 9, H, carries 0.308; number 10, H, carries 0.302; number 11, H, carries 0.522; number 12, H, carries 0.256; number 13, H, carries 0.342; number 14, H, carries 0.409



7.
The following is a DFT calculation (ωB97M-V/def2-TZVPD) of the ion C4H6ClFNO4S with charge -1 in a non-equilibrium geometry.

```
18
Properties=species:S:1:pos:R:3:forces:R:3
C 1.9668 -0.1872 -1.2987 1.431 0.456 0.871
C 1.0559 -1.3869 -1.0337 -1.895 1.240 -2.440
N -0.0906 -0.8107 -0.2675 -0.317 0.542 0.036
C -0.1565 -0.7284 1.1007 -2.811 1.541 -2.910
O 0.4565 -1.2519 1.9492 2.114 -1.591 2.264
C -1.4744 0.1643 1.4395 -0.727 -0.334 -0.509
F -2.6011 -0.6569 1.2043 0.937 0.682 -0.139
Cl -1.6651 0.7251 3.1088 0.517 -0.387 -0.167
S -1.4565 1.7145 0.3767 1.394 -0.321 0.318
O -1.4571 1.2315 -1.0077 -0.920 0.040 -0.526
O -0.1106 2.1384 0.7246 -0.356 0.601 0.389
O -2.5741 2.5365 0.7074 -0.496 0.373 0.336
H 2.2978 0.0550 -0.2593 -0.296 0.630 -0.799
H 2.9636 -0.2335 -1.8689 -1.688 -0.579 0.331
H 1.3091 0.6068 -1.7144 0.778 -0.272 0.353
H 0.7376 -1.8480 -2.0800 0.092 0.758 2.300
H 1.4299 -2.1407 -0.4224 1.137 -1.350 0.833
H -0.6310 0.0723 -0.6585 1.105 -2.030 -0.541
```
Forces are in eV/Å.

Results
**Molecular weight**: 218.613 g/mol
**Net charge**: -1
**E**: -40002.1520 eV
**Energy above the lowest of the compared OMol25 structures with the same formula, charge and spin**: 0.1428 eV
**Kohn-Sham gap**: 9.73 eV
**E_HOMO**: -0.22668 hartree
**SMILES**: CCNC(=O)[C@@](F)(Cl)S(=O)(=O)[O-]

Listed below, in e, are the Mulliken charges computed for each atom: number 1, C, carries -0.797; number 2, C, carries -0.542; number 3, N, carries -0.146; number 4, C, carries 0.312; number 5, O, carries -0.601; number 6, C, carries 0.505; number 7, F, carries -0.279; number 8, Cl, carries -0.181; number 9, S, carries 1.122; number 10, O, carries -0.714; number 11, O, carries -0.627; number 12, O, carries -0.663; number 13, H, carries 0.207; number 14, H, carries 0.316; number 15, H, carries 0.237; number 16, H, carries 0.192; number 17, H, carries 0.414; number 18, H, carries 0.247



8.
The following is a DFT calculation (ωB97M-V/def2-TZVPD) of an isolated molecule of C4H6ClFO2 in a non-equilibrium geometry.

```
14
Properties=species:S:1:pos:R:3:forces:R:3
O -0.5312 -1.6964 1.3710 2.537 4.682 -0.631
C -0.0498 -0.5065 1.3629 -3.942 -2.545 3.652
C 0.1404 0.4597 0.1811 2.512 -0.151 1.789
F 0.6625 1.5540 0.8688 -0.603 0.945 -0.392
C 1.2818 -0.0575 -0.6846 -1.123 -1.150 -3.895
O 0.8627 -1.4781 -0.9319 -0.276 1.669 3.598
C -1.1430 0.6422 -0.5152 0.756 0.417 -3.657
Cl -2.4731 1.2050 0.3282 -1.997 0.833 1.941
H -0.0527 0.0587 2.4134 0.585 -1.104 -2.049
H 2.3154 0.1168 -0.1645 -1.901 -0.433 -1.256
H 1.1092 0.3968 -1.8711 1.259 -0.696 3.626
H 0.3371 -1.6328 0.0072 1.674 -1.199 -3.750
H -1.1149 1.2729 -1.4591 0.791 -0.531 1.179
H -1.3443 -0.3348 -0.9063 -0.271 -0.737 -0.156
```
Forces are in eV/Å.

Results
**Molecular weight**: 140.541 g/mol
**Net charge**: 0
**E**: -23577.1719 eV
**Energy above the lowest of the compared OMol25 structures with the same formula, charge and spin**: 1.5682 eV
**Kohn-Sham gap**: 9.93 eV
**E_HOMO**: -0.38800 hartree
**SMILES**: O=C[C@@](F)(CO)CCl

Listed below, in e, are the Mulliken charges computed for each atom: number 1, O, carries -0.477; number 2, C, carries -0.024; number 3, C, carries 0.560; number 4, F, carries -0.374; number 5, C, carries -0.372; number 6, O, carries -0.541; number 7, C, carries -0.470; number 8, Cl, carries -0.170; number 9, H, carries 0.315; number 10, H, carries 0.273; number 11, H, carries 0.240; number 12, H, carries 0.342; number 13, H, carries 0.345; number 14, H, carries 0.354



Which of these has the highest E? number 4